This record from the Open Molecules 2025 dataset describes a structure of composition C35H67BF6I2N3O22P2S4 in a non-equilibrium geometry. The level of theory is wB97M-V/def2-TZVPD.

Element x y z (Å)
C1 -7.43391 2.16107 0.60674
C2 -6.82175 2.63698 -0.32462
C3 -6.00833 3.06242 -1.46835
C4 -4.51607 2.78460 -1.07364
C5 -4.21310 1.35560 -1.48057
C6 -2.88712 0.72112 -0.98940
C7 -3.01263 -0.74787 -1.38869
C8 -4.18177 -1.54372 -0.80338
O1 -5.07321 -1.89902 -1.86801
O2 -2.84628 1.09761 0.38474
C9 -1.72222 0.73110 1.17489
C10 -2.22436 -0.65122 1.73738
O3 -3.56458 -0.52002 2.09134
C11 -4.00636 -1.70398 2.73103
C12 -1.75695 1.64946 2.43941
I1 -1.77166 0.77427 4.42614
C13 -1.83374 2.97071 2.51807
C14 -1.90873 3.78232 3.78156
I2 -1.91966 4.24073 0.84831
C15 -0.33400 0.57174 0.41714
C16 0.70880 1.09570 1.45459
O4 0.83889 0.37582 2.40469
C17 1.62684 2.34205 1.58175
F1 2.73855 2.02748 0.91251
F2 1.12254 3.49735 1.16636
C18 2.14599 2.61789 3.02598
F3 3.07387 1.76337 3.35287
F4 1.16886 2.66214 3.92279
C19 2.83276 4.04827 3.10703
F5 3.54189 4.35236 2.04778
F6 3.70495 3.93766 4.13123
C20 1.86606 5.17008 3.52429
O5 1.38293 5.87418 2.68329
O6 1.56646 5.30599 4.82640
P1 0.29566 -1.25953 0.23000
N1 2.02980 -1.22928 0.41262
O7 -0.06710 -2.28757 1.44405
N2 -0.31926 1.04097 -1.03212
P2 0.51654 -0.14964 -2.28730
N3 -0.36949 -1.26885 -2.88893
B1 0.60433 2.25412 -1.31912
O8 0.18629 3.51995 -1.48694
O9 1.96531 2.03545 -1.49542
C21 -1.66254 1.44265 -1.63043
C22 -1.76265 1.61895 -3.15549
C23 -2.25906 3.00008 -3.61906
O10 -3.53284 2.86273 -4.21890
H1 -7.70604 1.59824 1.45473
H2 -6.19507 4.11481 -1.65086
H3 -6.30634 2.41224 -2.28696
H4 -3.92768 3.56571 -1.54972
H5 -4.49696 2.91244 -0.00284
H6 -4.35855 1.16816 -2.53916
H7 -5.03003 0.80546 -1.01384
H8 -3.03448 -0.87768 -2.46339
H9 -2.10932 -1.28153 -1.07814
H10 -3.84160 -2.41909 -0.25276
H11 -4.77428 -0.97012 -0.09089
H12 -5.28594 -2.82606 -1.75518
H13 -1.60475 -1.05593 2.53650
H14 -2.18363 -1.43416 0.96524
H15 -3.73233 -2.61602 2.19337
H16 -3.68341 -1.74668 3.77147
H17 -5.09029 -1.65652 2.75765
H18 -2.82114 3.54726 4.31994
H19 -1.04267 3.61305 4.41368
H20 -1.94631 4.84821 3.56745
H21 0.62593 5.50864 4.86498
H22 2.28585 -1.42221 1.37655
H23 2.35775 -1.96169 -0.21317
H24 0.55229 -3.02722 1.38707
H25 0.86611 0.66891 -3.39607
H26 1.79825 -0.50437 -1.86730
H27 -0.55039 -1.13825 -3.87953
H28 0.72081 4.00390 -2.12211
H29 2.23697 2.21558 -2.40058
H30 -1.89530 2.43889 -1.27393
H31 -2.50863 0.92937 -3.54031
H32 -0.89634 1.46216 -3.79251
H33 -2.22314 3.76017 -2.83406
H34 -1.60751 3.38170 -4.41135
H35 -3.96908 3.71779 -4.24098
O11 -0.88538 -0.71120 -7.35104
S1 -0.50421 0.54717 -7.91519
O12 -0.19999 1.66121 -7.06432
O13 -1.59692 0.98794 -8.98235
C24 -2.97716 1.01526 -8.56281
C25 -3.27917 2.23566 -7.72072
C26 0.82150 0.30993 -9.04785
H36 -3.22777 0.09485 -8.03320
H37 -3.57204 1.03431 -9.47363
H38 -2.76032 2.18394 -6.76432
H39 -4.34847 2.30552 -7.52111
H40 -2.95096 3.14646 -8.22236
H41 0.56597 -0.50458 -9.71971
H42 1.70679 0.05866 -8.46789
H43 0.98232 1.23376 -9.59719
O14 3.97052 -4.51171 -1.21690
S2 4.94478 -4.69425 -2.25655
O15 5.30065 -5.99111 -2.72750
O16 6.26111 -3.90067 -1.86680
C27 6.86523 -4.16776 -0.57823
C28 7.64323 -5.46786 -0.57687
C29 4.48852 -3.69999 -3.63821
H44 6.10527 -4.15931 0.20490
H45 7.54292 -3.34017 -0.38243
H46 6.98000 -6.32666 -0.68005
H47 8.19481 -5.57416 0.35690
H48 8.34411 -5.49666 -1.41077
H49 4.26354 -2.69534 -3.29025
H50 3.60705 -4.15144 -4.08874
H51 5.31067 -3.69107 -4.34871
O17 9.05418 -2.20676 1.25165
S3 9.94017 -1.08112 1.29796
O18 11.00843 -0.95345 0.36100
O19 10.51625 -0.94465 2.77161
C30 11.14066 -2.10074 3.36832
C31 12.54314 -2.33008 2.84058
C32 8.99607 0.40546 1.29458
H52 10.51308 -2.98186 3.22533
H53 11.17798 -1.89998 4.43725
H54 12.52738 -2.62144 1.79084
H55 13.03382 -3.12252 3.40568
H56 13.13606 -1.41887 2.91650
H57 8.21162 0.32586 2.04230
H58 8.56439 0.51511 0.30216
H59 9.65774 1.24000 1.51038
O20 -8.52506 -1.85252 5.81921
S4 -7.18457 -1.60090 6.24274
O21 -6.09432 -1.69945 5.31959
O22 -6.86740 -2.49691 7.51685
C33 -7.10822 -3.91579 7.42655
C34 -6.02093 -4.63315 6.65073
C35 -7.10928 -0.03840 7.05055
H60 -8.09292 -4.10256 6.99563
H61 -7.12924 -4.27979 8.45178
H62 -6.03732 -4.35242 5.59784
H63 -6.15955 -5.71225 6.71678
H64 -5.03632 -4.37582 7.04170
H65 -7.90794 0.01506 7.78499
H66 -7.24184 0.72848 6.29053
H67 -6.13622 0.06552 7.52351

- Kohn-Sham gap: 0.3015 Eh
- E_HOMO: -11.1060 eV
- Total charge: +1
- E_LUMO: -2.903 eV

This record from the Open Molecules 2025 dataset describes a structure of composition C35H69HgN3O4PSSb2Si3 in a non-equilibrium geometry. The level of theory is wB97M-V/def2-TZVPD.

Element x y z (Å)
Hg1 0.65273 -0.31768 0.27034
S1 0.76548 -2.62350 2.12159
C1 1.21368 -3.42695 0.67436
C2 1.58290 -4.79133 0.67589
C3 1.89674 -5.41144 -0.51230
C4 1.84877 -4.68377 -1.70011
C5 1.48415 -3.35250 -1.62113
N1 1.18781 -2.73659 -0.48353
H1 1.60692 -5.31825 1.61951
H2 2.17435 -6.46086 -0.52207
H3 2.07863 -5.14209 -2.65308
H4 1.41258 -2.74131 -2.51545
C6 3.47166 0.82932 -5.02901
N2 2.30569 0.63405 -4.20433
C7 1.34536 -0.34016 -4.35626
C8 0.48109 -0.18658 -3.31231
N3 0.88648 0.86042 -2.52423
C9 1.97719 1.32084 -3.08052
H5 3.33264 0.30686 -5.97324
H6 4.36896 0.43978 -4.54326
H7 3.61797 1.89078 -5.23052
H8 1.37311 -1.04663 -5.16898
H9 -0.38219 -0.77285 -3.06062
H10 2.56640 2.14569 -2.70863
C10 -3.02582 4.31334 -1.88692
Sb1 -1.77812 2.50815 -1.60814
C11 -2.46105 1.71204 -3.49755
C12 -3.29598 1.45155 -0.51736
H11 -4.08930 4.07004 -1.85297
H12 -2.79023 4.74776 -2.86132
H13 -2.81069 5.05832 -1.11886
H14 -3.46295 2.08737 -3.71321
H15 -2.48513 0.62909 -3.39476
H16 -1.78918 1.97927 -4.31486
H17 -4.25746 1.52779 -1.02790
H18 -3.37887 1.83220 0.50125
H19 -2.97801 0.40871 -0.49173
C13 5.68369 -0.65501 0.99320
C14 5.22761 -0.95573 -0.28294
C15 3.89998 -0.72241 -0.62863
C16 2.99251 -0.17511 0.27587
C17 3.47760 0.12110 1.54778
C18 4.79771 -0.10973 1.91281
H20 6.71196 -0.85612 1.27476
H21 5.90788 -1.39318 -1.00870
H22 3.57288 -0.98472 -1.63282
H23 2.80224 0.53793 2.28951
H24 5.13088 0.11654 2.92165
C19 -4.85258 -4.07838 0.32482
C20 -3.42848 -4.06926 -0.23299
C21 -2.42823 -3.68410 0.85518
C22 -3.08902 -5.45590 -0.79204
O1 -3.45045 -3.09706 -1.28673
P1 -2.06282 -2.47377 -1.93319
O2 -1.15392 -3.56579 -2.35489
O3 -1.59502 -1.33453 -1.09673
O4 -2.75222 -1.74758 -3.23682
C23 -3.55455 -2.32489 -4.26035
C24 -3.22727 -1.54468 -5.53581
C25 -3.27436 -3.81219 -4.49184
C26 -5.02803 -2.12689 -3.89141
H25 -4.93599 -4.80018 1.13938
H26 -5.55857 -4.34547 -0.46522
H27 -5.10680 -3.08385 0.69520
H28 -2.47731 -4.37426 1.69877
H29 -2.62516 -2.67030 1.20572
H30 -1.41654 -3.69418 0.44901
H31 -3.02938 -6.18894 0.01579
H32 -2.12886 -5.40204 -1.30417
H33 -3.85407 -5.77758 -1.50467
H34 -2.15972 -1.63239 -5.74628
H35 -3.46077 -0.48767 -5.39877
H36 -3.79601 -1.93598 -6.38218
H37 -2.21541 -3.96533 -4.69721
H38 -3.87202 -4.18253 -5.32866
H39 -3.51452 -4.37826 -3.59426
H40 -5.21950 -1.06794 -3.70597
H41 -5.24218 -2.67618 -2.97562
H42 -5.68007 -2.47821 -4.69524
C27 -1.07906 -0.57511 4.78394
Si1 0.25515 0.73571 4.50168
C28 0.15982 1.96618 5.95741
C29 1.92948 -0.11994 4.71950
Sb2 -0.41180 1.77316 2.24500
Si2 -2.33612 3.46255 3.57040
C30 -3.73988 2.16046 3.68281
C31 -2.74609 4.55673 5.12101
C32 -2.86623 4.60318 2.11889
Si3 1.24933 3.73314 2.16366
C33 3.10010 3.44526 1.85567
C34 0.66173 4.80128 0.70766
C35 1.22496 4.88221 3.68622
H43 -1.02538 -1.03669 5.77340
H44 -0.95365 -1.36187 4.03430
H45 -2.07420 -0.14319 4.65540
H46 0.31844 1.45699 6.91235
H47 -0.81290 2.46119 5.98276
H48 0.91960 2.74412 5.86068
H49 1.99344 -0.58439 5.70746
H50 2.76439 0.57814 4.61763
H51 2.04501 -0.90579 3.96874
H52 -3.72273 1.65635 4.65350
H53 -3.60940 1.39446 2.91405
H54 -4.73538 2.59684 3.55467
H55 -2.74681 3.95374 6.03290
H56 -3.73683 5.01165 5.01789
H57 -2.01885 5.36162 5.25969
H58 -2.62735 4.13003 1.16214
H59 -2.34059 5.56185 2.15259
H60 -3.94180 4.80333 2.13102
H61 3.25859 2.76509 1.01817
H62 3.58319 3.00064 2.72880
H63 3.60842 4.38818 1.63407
H64 0.62675 4.20535 -0.20805
H65 1.32318 5.65614 0.53886
H66 -0.34761 5.18037 0.88560
H67 1.64086 4.38015 4.56205
H68 0.20448 5.18340 3.93395
H69 1.81797 5.78302 3.50365

- Spin multiplicity: 2
- Kohn-Sham gap (alpha / beta): 0.1530 / 0.2172 Eh
- E_HOMO (alpha / beta): -0.1442 / -1.8909 eV
- Total charge: -2
- Expectation value of S²: 0.78
- ΔE to the lowest compared entry with this formula, charge and spin: 16.38 kJ/mol
- E_LUMO (alpha / beta): 4.020 / 4.018 eV

Question: Which of these has the lowest total charge?
Answer: C35H69HgN3O4PSSb2Si3